# 1
ORCA calculation (wB97M-V/def2-TZVPD) on C3H5N3 in the gas phase at a distorted geometry.

Calculated values
* energy relative to the best compared isomer or geometry (same formula, charge and spin): 189.81 kcal/mol
* multiplicity: 1
* total energy: -7654.224 eV

XYZ file:
```
11
Properties=species:S:1:pos:R:3:lowdin_charge:R:1
C 0.2591 0.9164 0.5074 -0.24
C 0.1837 0.5063 -0.6776 0.07
C 0.0630 -0.0305 -1.9907 -0.07
N -0.0535 0.5546 1.7929 -0.04
N -0.5310 -1.7398 1.4454 0.05
N -0.3083 -0.6934 2.0348 -0.38
H 0.6979 1.8850 0.6673 0.13
H 1.1395 -0.1016 -2.2899 0.11
H -0.5130 -1.0207 -2.1498 0.15
H -0.5741 0.6040 -2.4609 0.04
H -0.3633 -0.8804 3.1212 0.17
```



# 2
ORCA calculation (wB97M-V/def2-TZVPD) on C3H5N3 in the gas phase at a distorted geometry.

Calculated values
* energy relative to the best compared isomer or geometry (same formula, charge and spin): 34.94 kcal/mol
* multiplicity: 1
* total energy: -7660.940 eV

XYZ file:
```
11
Properties=species:S:1:pos:R:3:lowdin_charge:R:1
C -1.5138 -0.3883 0.0827 -0.11
N -0.4090 -0.2840 -0.8596 -0.06
C 0.7357 0.3417 -0.3468 -0.45
N 1.3180 1.3019 -0.9325 0.19
C 1.3423 -0.0604 0.9534 -0.16
N 2.0715 -0.1498 1.8504 0.15
H -1.1976 -0.7523 1.0719 0.07
H -2.2804 -1.0596 -0.3116 0.08
H -1.9676 0.6004 0.2062 0.09
H -0.2093 -1.1411 -1.3616 0.13
H 2.1102 1.5915 -0.3526 0.07
```



# 3
ORCA calculation (wB97M-V/def2-TZVPD) on a molecular structure, C3H5N3 at a distorted geometry.

Calculated values
* energy relative to the best compared isomer or geometry (same formula, charge and spin): 87.85 kcal/mol
* multiplicity: 1
* total energy: -7658.646 eV

XYZ file:
```
11
Properties=species:S:1:pos:R:3:lowdin_charge:R:1
N -1.7971 -0.0544 -0.0620 0.08
C -0.5253 0.1154 0.2220 -0.53
C 0.3770 -0.9264 -0.1422 -0.10
C 1.6048 -0.1893 -0.2576 -0.19
N 1.4877 1.0800 0.0589 0.02
N 0.1531 1.2340 0.4371 0.04
H -2.7114 -0.0110 0.3895 0.09
H -1.2720 -0.9558 -0.8748 0.25
H 0.3258 -1.9084 0.3292 0.10
H 2.5852 -0.5523 -0.5408 0.10
H -0.2278 2.1681 0.4406 0.15
```



# 4
ORCA calculation (wB97M-V/def2-TZVPD) on C3H5N3 in the gas phase at a distorted geometry.

Calculated values
* energy relative to the best compared isomer or geometry (same formula, charge and spin): 131.30 kcal/mol
* multiplicity: 1
* total energy: -7656.762 eV

XYZ file:
```
11
Properties=species:S:1:pos:R:3:lowdin_charge:R:1
C -0.9120 0.5357 0.2287 -0.23
C 0.8717 -0.2743 -0.4793 -0.13
C 1.7632 -0.0515 0.4829 0.02
N -0.5754 -0.6244 -0.2717 -0.21
N -1.1800 -1.2971 -1.2195 0.06
N -1.5646 1.0322 1.1550 0.16
H -2.1502 -0.9798 -1.2892 0.05
H -1.7129 2.0369 1.1347 0.06
H 1.1643 -0.5971 -1.4699 0.11
H 1.4775 0.2978 1.4625 0.06
H 2.8184 -0.0784 0.2659 0.06
```



# 5
ORCA calculation (wB97M-V/def2-TZVPD) on 2 unconnected molecules or ions with the total composition C3H5N3 at a distorted geometry.

Calculated values
* energy relative to the best compared isomer or geometry (same formula, charge and spin): 66.58 kcal/mol
* multiplicity: 1
* total energy: -7659.568 eV

XYZ file:
```
11
Properties=species:S:1:pos:R:3:lowdin_charge:R:1
C -1.5239 -0.3727 0.0600 -0.07
N -0.4678 -0.2843 -0.9601 0.00
C 0.4965 0.5949 -0.8737 -0.31
N 1.3381 1.4061 -0.8396 0.15
C 1.3378 -0.3749 1.6151 -0.14
N 2.2484 0.3011 1.2756 -0.07
H -1.0856 -0.7194 0.9986 0.04
H -2.2809 -1.0661 -0.3117 0.09
H -1.9815 0.6104 0.1925 0.09
H -0.2312 -1.1285 -1.4625 0.15
H 2.1500 1.0333 0.3058 0.05
```



# 6
ORCA calculation (wB97M-V/def2-TZVPD) on C3H5N3 in the gas phase.

Calculated values
* energy relative to the best compared isomer or geometry (same formula, charge and spin): 16.59 kcal/mol
* multiplicity: 1
* total energy: -7661.736 eV

XYZ file:
```
11
Properties=species:S:1:pos:R:3:lowdin_charge:R:1
N -1.8606 -0.2652 -0.2089 0.06
C -0.4842 0.0175 -0.0647 -0.34
C 0.5902 -0.8427 -0.1338 -0.07
N 1.7006 -0.0720 0.0046 -0.06
N 1.4261 1.2224 0.1749 0.02
C 0.1031 1.2914 0.1246 -0.13
H -2.3749 -0.0861 0.6460 0.08
H -2.0125 -1.2313 -0.4714 0.07
H 0.6455 -1.9132 -0.2788 0.11
H 2.6621 -0.3692 -0.0095 0.15
H -0.3954 2.2484 0.2171 0.10
```



# 7
ORCA calculation (wB97M-V/def2-TZVPD) on C3H5N3 in the gas phase at a distorted geometry.

Calculated values
* energy relative to the best compared isomer or geometry (same formula, charge and spin): 47.93 kcal/mol
* multiplicity: 1
* total energy: -7660.377 eV

XYZ file:
```
11
Properties=species:S:1:pos:R:3:lowdin_charge:R:1
N -0.5092 -1.6770 1.0126 0.08
C 0.0204 -0.5479 0.3924 -0.32
C 0.3767 -0.2204 -1.1836 -0.06
N 0.3668 1.1074 -1.1726 -0.01
C 0.0901 1.5645 0.0684 -0.22
N -0.1545 0.6441 0.9756 0.06
H -1.0385 -1.5246 1.8596 0.08
H -0.0496 -2.5625 0.9197 0.07
H 0.0082 -1.0900 -1.6086 0.06
H 0.7374 1.6790 -1.9069 0.14
H 0.1529 2.6158 0.2716 0.11
```



# 8
ORCA calculation (wB97M-V/def2-TZVPD) on C3H5N3 in the gas phase at a distorted geometry.

Calculated values
* energy relative to the best compared isomer or geometry (same formula, charge and spin): 46.56 kcal/mol
* multiplicity: 1
* total energy: -7660.436 eV

XYZ file:
```
11
Properties=species:S:1:pos:R:3:lowdin_charge:R:1
C 0.3016 -1.2677 -1.0732 -0.01
C 0.2566 -0.0223 1.0989 -0.22
C -0.6324 1.7966 0.5361 -0.18
H 0.0645 -2.2164 -0.4019 0.11
H 1.4263 -1.1186 -1.0483 0.08
H -0.0919 -1.2171 -2.2119 0.13
H 0.5651 -0.6919 1.7958 0.09
H -1.0421 2.7424 0.3276 0.08
N -0.1990 -0.2078 -0.0891 -0.21
N 0.0232 1.2309 1.6365 0.08
N -0.6719 0.9719 -0.5705 0.05
```



# 9
ORCA calculation (wB97M-V/def2-TZVPD) on C3H5N3 in the gas phase at a distorted geometry.

Calculated values
* energy relative to the best compared isomer or geometry (same formula, charge and spin): 20.39 kcal/mol
* multiplicity: 1
* total energy: -7661.571 eV

XYZ file:
```
11
Properties=species:S:1:pos:R:3:lowdin_charge:R:1
C 1.6659 -0.1732 0.0323 -0.14
N 0.4586 -0.9424 -0.1955 0.03
C -0.6411 -0.3205 -0.0540 -0.46
N -0.8471 0.9897 0.3257 0.13
C -1.8814 -1.0567 -0.2786 -0.14
N -2.8868 -1.5947 -0.4689 0.16
H 2.5118 -0.8535 0.1389 0.07
H 1.8790 0.4846 -0.8230 0.09
H 1.6144 0.4499 0.9379 0.08
H -0.0988 1.6463 0.1684 0.09
H -1.7746 1.3706 0.2168 0.10
```



# 10
ORCA calculation (wB97M-V/def2-TZVPD) on C3H5N3 in the gas phase at a distorted geometry.

Calculated values
* energy relative to the best compared isomer or geometry (same formula, charge and spin): 36.91 kcal/mol
* multiplicity: 1
* total energy: -7660.855 eV

XYZ file:
```
11
Properties=species:S:1:pos:R:3:lowdin_charge:R:1
C 1.7267 -0.3743 -0.4280 -0.04
N 0.5993 0.0445 -0.8210 0.02
C -0.4259 -0.0757 0.2105 -0.48
N -0.9876 1.1878 0.6116 0.06
C -1.5172 -0.9553 -0.2645 -0.16
N -2.3587 -1.6600 -0.6291 0.15
H 1.9137 -1.0127 0.4449 0.08
H 2.6020 -0.1444 -1.0101 0.07
H 0.1055 -0.4551 1.1126 0.13
H -0.2459 1.7897 0.9539 0.08
H -1.4119 1.6554 -0.1808 0.08
```



# 11
ORCA calculation (wB97M-V/def2-TZVPD) on C3H5N3 in the gas phase.

Calculated values
* energy relative to the best compared isomer or geometry (same formula, charge and spin): 47.59 kcal/mol
* multiplicity: 1
* total energy: -7660.392 eV

XYZ file:
```
11
Properties=species:S:1:pos:R:3:lowdin_charge:R:1
N -1.0113 1.3160 -0.1312 0.12
C -1.3141 0.0950 0.0548 -0.22
C -0.5534 -1.1659 -0.1806 -0.15
N 0.6944 -1.3543 -0.2437 0.09
C 1.4885 -0.2028 -0.1761 -0.36
N 1.9151 0.3073 0.8964 0.10
H -1.8513 1.8585 0.1078 0.06
H -2.2892 -0.1912 0.4313 0.09
H -1.2096 -2.0424 -0.2337 0.11
H 1.7180 0.2230 -1.1501 0.12
H 2.4130 1.1567 0.6252 0.05
```



# 12
ORCA calculation (wB97M-V/def2-TZVPD) on C3H5N3 in the gas phase.

Calculated values
* energy relative to the best compared isomer or geometry (same formula, charge and spin): 108.41 kcal/mol
* multiplicity: 1
* total energy: -7657.754 eV

XYZ file:
```
11
Properties=species:S:1:pos:R:3:lowdin_charge:R:1
C -1.6095 0.0207 0.1782 -0.03
N -0.1862 0.1139 -0.1759 -0.25
C 0.8456 0.8869 0.5649 -0.04
C 1.9179 0.1055 0.2403 -0.23
N 1.5975 -1.0928 -0.4197 0.00
N 0.3840 -1.1780 -0.6753 0.04
H -2.1385 -0.4544 -0.6538 0.09
H -1.7273 -0.5750 1.0822 0.09
H -1.9704 1.0343 0.3482 0.09
H -0.0715 0.8265 -0.9170 0.15
H 2.9585 0.3123 0.4279 0.07
```



# 13
ORCA calculation (wB97M-V/def2-TZVPD) on C3H5N3 in the gas phase at a distorted geometry.

Calculated values
* energy relative to the best compared isomer or geometry (same formula, charge and spin): 53.89 kcal/mol
* multiplicity: 1
* total energy: -7660.119 eV

XYZ file:
```
11
Properties=species:S:1:pos:R:3:lowdin_charge:R:1
N 2.0024 0.3211 0.7837 0.11
C 0.7920 0.0995 0.4472 -0.43
C 0.1246 0.4876 -0.8877 -0.16
N -1.1614 -0.1638 -1.0154 0.03
C -1.4119 -0.6698 0.1010 -0.15
N -0.3076 -0.3963 1.1555 0.10
H 2.4582 0.8537 0.0320 0.05
H -0.0498 1.5694 -0.9018 0.13
H 0.7524 0.1807 -1.7215 0.12
H -2.3455 -1.2784 0.3097 0.14
H -0.8534 -1.0037 1.6973 0.08
```



# 14
ORCA calculation (wB97M-V/def2-TZVPD) on C3H5N3 in the gas phase.

Calculated values
* energy relative to the best compared isomer or geometry (same formula, charge and spin): 23.37 kcal/mol
* multiplicity: 1
* total energy: -7661.442 eV

XYZ file:
```
11
Properties=species:S:1:pos:R:3:lowdin_charge:R:1
C 0.5041 1.6355 -0.3343 -0.05
C -0.0369 0.2605 -0.0515 -0.34
C 0.4777 -1.0192 -0.0215 -0.05
N -0.5713 -1.7814 0.3790 -0.03
N -1.6632 -1.0490 0.5872 -0.02
N -1.3481 0.1765 0.3278 0.02
H -0.3558 2.2553 -0.6178 0.07
H 1.2439 1.6886 -1.1372 0.07
H 0.9388 2.0829 0.5672 0.07
H 1.4369 -1.4719 -0.2330 0.11
H -0.6261 -2.7777 0.5342 0.15
```



# 15
ORCA calculation (wB97M-V/def2-TZVPD) on C3H5N3 in the gas phase at a distorted geometry.

Calculated values
* energy relative to the best compared isomer or geometry (same formula, charge and spin): 58.58 kcal/mol
* multiplicity: 1
* total energy: -7659.915 eV

XYZ file:
```
11
Properties=species:S:1:pos:R:3:lowdin_charge:R:1
C -1.5463 0.1621 0.2833 -0.20
C 0.6213 1.3662 -0.2058 -0.05
C -0.0587 0.0593 0.2508 -0.37
N -2.6968 0.3643 0.2609 0.15
N 0.1642 -2.2444 0.0556 0.06
N 0.2547 -1.2020 -0.5484 -0.07
H 0.0593 1.6272 -1.0550 0.06
H 0.5728 2.0463 0.6688 0.10
H 1.6771 1.1080 -0.4155 0.09
H 0.3499 -0.3316 1.2683 0.15
H 0.6025 -2.9553 -0.5630 0.08
```



# 16
ORCA calculation (wB97M-V/def2-TZVPD) on C3H5N3 in the gas phase.

Calculated values
* energy relative to the best compared isomer or geometry (same formula, charge and spin): 36.69 kcal/mol
* multiplicity: 1
* total energy: -7660.865 eV

XYZ file:
```
11
Properties=species:S:1:pos:R:3:lowdin_charge:R:1
N 0.0047 1.1189 -1.6315 0.11
C 0.2841 0.5041 -0.4220 -0.54
C -0.7296 -0.4247 0.1002 -0.07
C -0.4711 -1.0224 1.2590 -0.18
N -0.2117 -1.7512 2.1815 0.20
N 1.3317 0.6708 0.3024 0.09
H -0.7011 0.7262 -2.2356 0.08
H 0.7868 1.5140 -2.1314 0.09
H -1.6460 -0.7439 -0.3976 0.10
H -0.6570 -1.9056 3.0734 0.09
H 2.0093 1.3138 -0.0984 0.03
```



# 17
ORCA calculation (wB97M-V/def2-TZVPD) on C3H5N3 in the gas phase.

Calculated values
* energy relative to the best compared isomer or geometry (same formula, charge and spin): 75.75 kcal/mol
* multiplicity: 1
* total energy: -7659.171 eV

XYZ file:
```
11
Properties=species:S:1:pos:R:3:lowdin_charge:R:1
C 1.5320 -0.4392 -0.0230 0.02
N 0.2689 -0.1405 0.1393 -0.16
C -0.6278 -0.4384 1.1175 -0.17
N -1.8293 0.1446 0.8623 -0.02
N -1.8378 0.7902 -0.2338 -0.04
C -0.5310 0.6215 -0.8485 -0.15
H 2.0628 -0.0251 -0.8689 0.07
H -0.6114 0.0063 -1.7492 0.13
H 2.0179 -1.0924 0.6881 0.07
H -0.3855 -1.0047 2.0022 0.11
H -0.0587 1.5777 -1.0860 0.13
```



# 18
ORCA calculation (wB97M-V/def2-TZVPD) on C3H5N3 in the gas phase at a distorted geometry.

Calculated values
* energy relative to the best compared isomer or geometry (same formula, charge and spin): 106.83 kcal/mol
* multiplicity: 1
* total energy: -7657.823 eV

XYZ file:
```
11
Properties=species:S:1:pos:R:3:lowdin_charge:R:1
C -1.6884 0.1347 0.3896 0.03
C -0.3397 -0.0124 0.5451 -0.38
C 0.4535 0.4494 -0.5864 -0.18
N 1.6053 -0.3598 -0.3906 -0.02
N 1.5477 -1.0110 0.7966 0.01
N 0.4394 -0.7945 1.3959 0.04
H -0.5752 0.4675 -1.2437 0.15
H -2.4150 0.2266 1.1720 0.04
H -2.1636 -0.2512 -0.4994 0.05
H 0.6607 1.5205 -0.6827 0.12
H 2.4753 -0.3698 -0.8964 0.13
```



# 19
ORCA calculation (wB97M-V/def2-TZVPD) on a gas-phase ion, C3H5N3 (charge +2) at a distorted geometry.

Calculated values
* energy relative to the best compared isomer or geometry (same formula, charge and spin): 7.92 kcal/mol
* multiplicity: 1
* net charge: +2
* total energy: -7640.262 eV

XYZ file:
```
11
Properties=species:S:1:pos:R:3:lowdin_charge:R:1
C 0.5070 0.0707 0.9877 0.03
C -0.1310 1.7396 -0.4354 -0.03
C 0.1595 -1.0236 0.4024 0.07
N 0.6503 1.3751 0.5083 0.15
N -0.8712 1.5540 -1.3068 0.43
N -0.2154 -2.1074 -0.1129 0.32
H 0.8199 -0.1915 2.0495 0.22
H 1.3927 1.9721 0.8881 0.22
H -1.6417 1.6078 -1.9935 0.20
H -1.1788 -2.3708 -0.3742 0.20
H 0.5087 -2.6261 -0.6133 0.19
```



# 20
ORCA calculation (wB97M-V/def2-TZVPD) on a gas-phase ion, C3H5N3 (charge +2) at a distorted geometry.

Calculated values
* expectation value of S²: 2.020
* energy relative to the best compared isomer or geometry (same formula, charge and spin): 5.37 kcal/mol
* multiplicity: 3
* net charge: +2
* total energy: -7636.514 eV

XYZ file:
```
11
Properties=species:S:1:pos:R:3:lowdin_charge:R:1
C 1.1816 0.2301 0.6012 0.09
C -0.6542 1.3457 0.7902 0.05
C 0.3551 -0.3149 -0.4797 -0.03
N 0.6020 1.1012 1.3441 0.29
N -1.0651 0.4651 -0.1419 0.36
N 0.2479 -1.4760 -0.9309 0.34
H 2.1194 -0.1627 0.8397 0.16
H -1.3674 2.1606 1.1972 0.22
H -1.7469 0.4124 -0.8030 0.15
H 0.9874 -2.0959 -1.0559 0.17
H -0.6599 -1.6658 -1.3609 0.20
```